Run one
{"formula": "C19H56O9", "method": "ωB97M-V with the def2-TZVPD basis set", "lumo_energy_ha": 0.0038, "smiles": "CC(C)O.CC(C)O.CC(C)O.CC(C)O.CCO.CCO.CO.CO.CO", "gap_ev": 10.112, "homo_ha": -0.3678, "species": ["C", "C", "C", "O", "H", "H", "H", "H", "H", "H", "H", "H", "C", "C", "C", "O", "H", "H", "H", "H", "H", "H", "H", "H", "C", "C", "C", "O", "H", "H", "H", "H", "H", "H", "H", "H", "C", "C", "C", "O", "H", "H", "H", "H", "H", "H", "H", "H", "C", "C", "O", "H", "H", "H", "H", "H", "H", "C", "C", "O", "H", "H", "H", "H", "H", "H", "C", "O", "H", "H", "H", "H", "C", "O", "H", "H", "H", "H", "C", "O", "H", "H", "H", "H"], "coordinates": [[-23.7352, 22.6583, -20.0933], [-24.5809, 23.8895, -19.6864], [-25.1958, 23.8057, -18.2844], [-23.7712, 25.0609, -19.6536], [-22.6860, 22.6610, -19.7977], [-23.6988, 22.4868, -21.1691], [-24.1349, 21.7595, -19.6238], [-25.3346, 24.0191, -20.4631], [-26.0646, 23.1517, -18.3595], [-25.5227, 24.7516, -17.8524], [-24.4228, 23.5029, -17.5781], [-23.1549, 24.8257, -18.9561], [-15.1596, 11.2412, -21.7098], [-16.3020, 10.9792, -20.6695], [-17.3205, 12.1024, -20.7024], [-16.8414, 9.7210, -20.7807], [-15.4471, 11.1471, -22.7569], [-14.3270, 10.5464, -21.5992], [-14.9133, 12.2872, -21.5272], [-15.7861, 11.0368, -19.7110], [-18.0730, 11.9982, -19.9208], [-17.7770, 11.9002, -21.6713], [-16.9151, 13.1142, -20.7138], [-17.6781, 9.7094, -20.3100], [-28.3427, 19.2210, -25.5822], [-27.2513, 19.3234, -24.4148], [-27.5138, 18.4839, -23.1825], [-26.0195, 18.9256, -25.0038], [-27.7501, 19.0826, -26.4865], [-28.9384, 20.1338, -25.5826], [-28.9651, 18.3269, -25.6175], [-27.1482, 20.3626, -24.1025], [-27.4014, 17.4577, -23.5323], [-28.5130, 18.6091, -22.7654], [-26.7640, 18.7248, -22.4290], [-25.4035, 18.9380, -24.2676], [-22.3525, 13.0768, -26.4252], [-23.4978, 14.0566, -26.1731], [-24.3836, 14.2811, -27.3731], [-24.2501, 13.4028, -25.2069], [-21.5686, 13.4932, -27.0578], [-22.7195, 12.1049, -26.7551], [-21.7485, 12.7563, -25.5764], [-23.1161, 15.0156, -25.8227], [-24.7190, 13.3221, -27.7678], [-23.7741, 14.7162, -28.1651], [-25.1873, 14.9890, -27.1704], [-24.7243, 14.1124, -24.7675], [-21.4935, 15.6087, -21.0194], [-21.8206, 17.1291, -21.0014], [-22.3254, 17.4596, -22.2051], [-22.4800, 15.1507, -21.0912], [-20.9310, 15.3364, -20.1262], [-21.0570, 15.2807, -21.9628], [-20.8832, 17.6619, -20.8419], [-22.4876, 17.5087, -20.2273], [-21.5976, 17.3844, -22.8267], [-23.2399, 17.4951, -14.6567], [-23.5591, 16.1231, -15.1454], [-23.3260, 15.0714, -14.2095], [-22.2168, 17.5496, -14.2848], [-23.9343, 17.9711, -13.9643], [-23.3588, 18.1004, -15.5554], [-23.0918, 15.9947, -16.1217], [-24.6354, 16.2872, -15.1982], [-23.9433, 14.3514, -14.3585], [-18.3310, 15.0649, -15.7907], [-16.9701, 15.1660, -15.7600], [-18.6727, 14.4764, -14.9392], [-18.7300, 16.0769, -15.7223], [-18.7179, 14.5787, -16.6862], [-16.7254, 15.8003, -15.0822], [-19.1033, 17.8072, -25.5209], [-19.1715, 18.5880, -24.3695], [-18.6407, 16.8271, -25.4040], [-20.0746, 17.3875, -25.7828], [-18.5334, 18.1514, -26.3839], [-18.6820, 19.3878, -24.5752], [-17.1495, 18.4487, -19.1359], [-17.0647, 19.3797, -20.2299], [-16.2073, 18.4362, -18.5881], [-17.8859, 18.6481, -18.3574], [-17.3825, 17.4336, -19.4573], [-17.7811, 19.1837, -20.8382]]}

Run two
{"formula": "C19H56O9", "method": "ωB97M-V with the def2-TZVPD basis set", "lumo_energy_ha": 0.0114, "smiles": "CC(C)O.CC(C)O.CC(C)O.CC(C)O.CC(C)O.CO.CO.CO.CO", "gap_ev": 9.713, "homo_ha": -0.3455, "species": ["C", "O", "H", "H", "H", "H", "C", "O", "H", "H", "H", "H", "C", "O", "H", "H", "H", "H", "C", "O", "H", "H", "H", "H", "C", "C", "C", "O", "H", "H", "H", "H", "H", "H", "H", "H", "C", "C", "C", "O", "H", "H", "H", "H", "H", "H", "H", "H", "C", "C", "C", "O", "H", "H", "H", "H", "H", "H", "H", "H", "C", "C", "C", "O", "H", "H", "H", "H", "H", "H", "H", "H", "C", "C", "C", "O", "H", "H", "H", "H", "H", "H", "H", "H"], "coordinates": [[46.7093, 10.0424, 44.6019], [45.6532, 9.3180, 45.0845], [47.4823, 10.4324, 45.4047], [46.3639, 10.7643, 43.9150], [47.2296, 9.4321, 43.9294], [46.1131, 8.5495, 45.1826], [47.2115, 1.4706, 45.3301], [47.4813, 1.8919, 44.0278], [46.1843, 1.0276, 45.4585], [47.0967, 2.5054, 45.8962], [47.7993, 0.8556, 45.6632], [47.2996, 1.1925, 43.4798], [47.7056, 9.1799, 50.4025], [46.7930, 9.8799, 51.2333], [48.6870, 9.2585, 50.7166], [47.7410, 9.5436, 49.3436], [47.5974, 8.2183, 50.1950], [46.1538, 10.2110, 50.5508], [46.7292, 4.7404, 42.4645], [47.0002, 4.5472, 43.7636], [45.6910, 5.2646, 42.3493], [46.6322, 3.7690, 41.9226], [47.4751, 5.4455, 41.8196], [47.1100, 3.5631, 43.7232], [42.6588, 6.3339, 43.2435], [41.8742, 7.3512, 44.1399], [42.4549, 8.7987, 44.0724], [40.5937, 7.3001, 43.8519], [42.2384, 5.3244, 43.2392], [43.7118, 6.0685, 43.4950], [42.7579, 6.5593, 42.2708], [42.0233, 7.0347, 45.2477], [42.3452, 9.4205, 43.1442], [43.5218, 8.8814, 44.6422], [41.7935, 9.3238, 44.6687], [40.2496, 6.6000, 44.5210], [45.4344, 7.4124, 47.5661], [45.9186, 6.3173, 46.6997], [45.1075, 5.0341, 46.5858], [46.3625, 6.7179, 45.4757], [46.1950, 8.1147, 48.0270], [45.1208, 6.8633, 48.4746], [44.6383, 8.0359, 47.0766], [46.8339, 5.8289, 47.0496], [44.9452, 4.6746, 47.5325], [45.6894, 4.3102, 46.0722], [44.0805, 5.2018, 46.2509], [46.7660, 6.0020, 44.9810], [42.2175, 10.8545, 47.4145], [43.2757, 11.6014, 46.4224], [42.7662, 13.1738, 46.4179], [44.5598, 11.3897, 47.0057], [41.9400, 11.4884, 48.0620], [42.5245, 9.9123, 47.6623], [41.2045, 10.7663, 46.9863], [43.2285, 11.2836, 45.3643], [43.3528, 13.8348, 45.7172], [42.7126, 13.6973, 47.3998], [41.7967, 13.2520, 46.1278], [45.0922, 11.2689, 46.3073], [39.7505, 2.1246, 47.3414], [41.1042, 2.8140, 47.2188], [41.5535, 2.8104, 45.7086], [41.0955, 4.0712, 47.5170], [39.7262, 1.4073, 46.6803], [38.8415, 2.8275, 47.0768], [39.7268, 2.0028, 48.4628], [41.9876, 2.4256, 47.6723], [40.7283, 3.4425, 45.1556], [41.7004, 1.8035, 45.3679], [42.4359, 3.2201, 45.5715], [41.0192, 4.0113, 48.4457], [43.1764, 5.4589, 50.8307], [41.9605, 4.5081, 51.1704], [40.6784, 5.1634, 50.9326], [42.1483, 3.3985, 50.3105], [44.1860, 5.1237, 50.9407], [43.1626, 6.3669, 51.5004], [43.2159, 5.7987, 49.6426], [42.1878, 4.2038, 52.2598], [40.5468, 5.7506, 49.9641], [40.5141, 6.0600, 51.5988], [39.9025, 4.5418, 51.2457], [41.6212, 2.7143, 50.6172]]}

Most stable: run one (next structure +6.067 eV)

Run one
{"formula": "C6H10NO", "method": "ωB97M-V with the def2-TZVPD basis set", "lumo_energy_ha": -0.1930, "charge": 1, "gap_ev": 9.355, "homo_ha": -0.5368, "species": ["C", "C", "C", "C", "C", "C", "N", "O", "H", "H", "H", "H", "H", "H", "H", "H", "H", "H"], "coordinates": [[0.0422, -0.0976, 0.0380], [0.8570, -1.3266, -0.0145], [2.2464, -0.6671, -0.1589], [1.9972, 0.8165, 0.2230], [-1.8015, -0.0813, 0.0172], [-2.4116, 1.2082, -0.1486], [0.5725, 1.0241, 0.1695], [-2.3358, -1.2006, 0.1736], [0.7527, -1.8836, 0.9196], [0.5996, -1.9882, -0.8395], [2.9979, -1.1285, 0.4758], [2.5841, -0.7288, -1.1936], [2.3108, 1.0465, 1.2459], [2.4879, 1.5301, -0.4388], [-3.4862, 1.2187, 0.0321], [-2.2095, 1.5640, -1.1645], [-1.8852, 1.9359, 0.4759], [-3.3183, -1.2416, 0.1879]]}

Run two
{"formula": "C6H10NO", "method": "ωB97M-V with the def2-TZVPD basis set", "lumo_energy_ha": [-0.1347, -0.1347], "charge": 1, "gap_ev": [9.102, 9.101], "homo_ha": [-0.4692, -0.4692], "species": ["C", "C", "C", "C", "C", "C", "N", "O", "H", "H", "H", "H", "H", "H", "H", "H", "H", "H"], "coordinates": [[-1.7976, -0.3317, 1.2487], [-0.7414, -1.2643, 1.6878], [-0.7663, 0.9734, -1.7586], [-0.4194, 2.0370, -0.6850], [0.4427, -1.5048, 0.7285], [-0.3918, 0.5771, -0.4068], [0.7837, -0.1669, 0.1061], [-2.8173, -0.0675, 1.7122], [-0.2714, -0.9057, 2.5453], [-1.0696, -2.1957, 1.9620], [-1.7871, 0.7301, -2.0283], [-0.1084, 0.7717, -2.4620], [0.5239, 2.7456, -0.6177], [-1.1683, 2.5988, -0.2416], [1.4306, -1.8707, 1.1901], [0.0330, -2.3447, 0.0806], [1.2118, 0.3138, 0.8632], [1.4851, -0.3117, -0.5815]]}

Most stable: run one (next structure +2.612 eV)